No. 1
ORCA calculation (wB97M-V/def2-TZVPD) on 11 unconnected molecules or ions with the total composition C46H124N10O13 in a non-equilibrium geometry.

The calculation puts the strongest force on any atom at 3.0 eV Å⁻¹. For the calculated total energy, the calculation gives -3352.1435 a.u. Its molar mass is 1025.55 g/mol. As for the gap between HOMO and LUMO: 8.90 eV. The structure (SMILES) is COC[C@H](C)N.COC[C@H](C)N.COC[C@H](C)N.COC[C@H](C)N.COC[C@H](C)N.COC[C@H](C)N.COC[C@H](C)N.COC[C@H](C)N.COCCNCCOC.COCCNCCOC.CCO. The highest occupied orbital energy comes out at -8.7 eV. The energy above the lowest of the compared OMol25 structures with the same formula, charge and spin comes out at 7.763 eV.

ORCA input file:
```
! wB97M-V def2-TZVPD RIJCOSX def2/J DEFGRID3
* xyz 0 1
C -5.885 6.329 -6.284
O -6.406 6.197 -4.970
C -6.204 4.909 -4.380
C -7.523 4.003 -4.461
C -8.846 4.569 -3.766
N -7.265 2.777 -3.739
H -5.891 7.409 -6.434
H -6.304 5.679 -7.052
H -4.830 6.110 -6.123
H -5.361 4.427 -4.874
H -5.899 5.024 -3.340
H -7.760 3.822 -5.509
H -8.843 4.368 -2.695
H -9.760 4.002 -3.941
H -9.018 5.619 -4.002
H -6.357 2.382 -3.933
H -7.325 2.845 -2.733
C 5.841 -11.723 0.807
O 5.734 -12.877 -0.002
C 5.812 -14.122 0.578
C 7.222 -14.499 1.034
C 8.329 -14.444 0.063
N 7.105 -15.805 1.659
H 6.129 -10.932 0.115
H 6.572 -11.918 1.591
H 4.910 -11.444 1.301
H 5.111 -14.226 1.407
H 5.458 -14.904 -0.094
H 7.528 -13.764 1.779
H 8.211 -15.062 -0.827
H 9.275 -14.706 0.538
H 8.536 -13.390 -0.124
H 6.535 -16.560 1.304
H 7.919 -16.378 1.486
C 3.858 -15.210 7.319
O 3.240 -14.713 8.472
C 3.324 -13.317 8.755
C 2.602 -12.454 7.691
C 2.439 -11.020 8.098
N 1.241 -12.994 7.418
H 4.837 -14.832 7.024
H 3.234 -15.042 6.442
H 3.812 -16.285 7.495
H 2.996 -13.151 9.781
H 4.351 -12.975 8.627
H 3.212 -12.417 6.789
H 1.815 -10.901 8.984
H 2.007 -10.395 7.316
H 3.429 -10.657 8.373
H 1.003 -12.793 6.457
H 1.411 -13.989 7.380
C 0.919 0.026 -5.464
O 1.587 0.954 -6.395
C 0.704 1.868 -7.039
C 1.507 2.800 -7.921
C 2.772 3.209 -7.336
N 0.854 3.984 -8.428
H 1.394 -0.955 -5.454
H -0.128 -0.046 -5.760
H 0.979 0.386 -4.437
H -0.134 1.383 -7.538
H 0.314 2.517 -6.255
H 1.696 2.247 -8.841
H 3.453 2.362 -7.260
H 2.742 3.573 -6.309
H 3.273 4.050 -7.816
H 1.063 4.718 -7.766
H -0.155 3.947 -8.417
C -11.498 -0.553 3.549
O -10.145 -0.212 3.787
C -9.462 0.061 2.551
C -8.081 0.616 2.964
C -8.040 2.035 3.483
N -7.006 0.480 1.949
H -11.839 -1.026 4.470
H -11.565 -1.370 2.831
H -12.115 0.245 3.137
H -9.469 -0.842 1.940
H -10.017 0.691 1.856
H -7.737 -0.057 3.749
H -7.054 2.488 3.583
H -8.397 1.995 4.512
H -8.650 2.601 2.780
H -6.724 -0.471 1.758
H -6.118 0.851 2.253
C 0.149 10.359 -7.593
O 0.671 9.901 -6.394
C 0.082 10.511 -5.221
C 0.968 10.078 -3.937
C 0.850 8.597 -3.581
N 0.544 10.813 -2.700
H 0.411 9.829 -8.508
H 0.476 11.396 -7.669
H -0.940 10.402 -7.573
H 0.112 11.595 -5.327
H -0.997 10.387 -5.119
H 2.012 10.301 -4.156
H -0.215 8.367 -3.564
H 1.195 8.206 -2.624
H 1.367 8.006 -4.337
H 0.809 11.788 -2.681
H -0.380 10.600 -2.354
C 6.320 1.396 -0.848
O 6.658 1.716 0.494
C 8.104 1.711 0.762
C 8.507 1.824 2.217
C 7.846 2.950 2.999
N 9.932 1.962 2.379
H 5.253 1.608 -0.901
H 6.616 0.384 -1.124
H 6.875 2.050 -1.522
H 8.575 0.774 0.463
H 8.538 2.611 0.327
H 8.179 0.872 2.633
H 8.499 3.803 2.812
H 7.728 2.739 4.062
H 6.821 3.146 2.683
H 10.376 2.814 2.066
H 10.309 1.307 1.709
C -10.618 -2.636 -4.833
O -10.081 -3.881 -5.201
C -8.698 -4.117 -4.793
C -8.194 -5.594 -5.137
C -6.880 -6.089 -4.390
N -7.847 -5.801 -6.515
H -10.032 -1.941 -5.435
H -10.484 -2.380 -3.782
H -11.681 -2.515 -5.039
H -8.107 -3.390 -5.351
H -8.519 -4.124 -3.718
H -8.989 -6.325 -4.992
H -6.700 -7.157 -4.510
H -7.085 -5.949 -3.329
H -6.023 -5.456 -4.623
H -8.384 -5.156 -7.078
H -6.861 -5.778 -6.734
C 2.908 13.480 6.440
O 3.154 12.950 5.122
C 2.100 13.060 4.129
C 1.033 11.933 4.280
N -0.121 12.211 3.363
C -1.356 11.319 3.629
C -2.468 11.728 2.569
O -2.152 10.979 1.388
C -3.057 11.180 0.343
H 3.815 13.594 7.033
H 2.281 12.778 6.990
H 2.430 14.458 6.391
H 2.519 13.047 3.122
H 1.625 14.040 4.082
H 0.652 11.898 5.301
H 1.377 10.927 4.041
H 0.196 11.964 2.437
H -1.668 11.498 4.658
H -1.031 10.280 3.590
H -2.478 12.777 2.275
H -3.440 11.401 2.941
H -3.235 12.162 -0.095
H -3.968 10.637 0.594
H -2.768 10.457 -0.420
C -1.143 2.330 1.410
O -0.830 1.041 1.897
C 0.611 0.905 1.973
C 1.171 -0.520 2.295
N 1.324 -1.307 1.059
C 1.719 -2.738 1.337
C 0.723 -3.661 2.184
O -0.288 -4.220 1.293
C -1.035 -3.234 0.535
H -2.212 2.417 1.213
H -0.625 2.515 0.469
H -1.030 3.178 2.086
H 0.854 1.510 2.847
H 1.257 1.330 1.204
H 0.502 -1.000 3.009
H 2.111 -0.347 2.819
H 1.934 -0.906 0.361
H 2.723 -2.813 1.755
H 1.808 -3.112 0.318
H 0.211 -3.094 2.961
H 1.087 -4.550 2.698
H -1.229 -2.399 1.209
H -1.981 -3.577 0.116
H -0.565 -2.848 -0.370
C 9.912 -7.053 2.387
C 9.496 -5.871 3.274
O 8.042 -5.988 3.600
H 10.882 -6.763 1.984
H 9.245 -7.160 1.532
H 9.855 -7.962 2.987
H 9.480 -4.922 2.736
H 10.121 -5.859 4.167
H 7.969 -5.719 4.519
*
```

No. 2
ORCA calculation (wB97M-V/def2-TZVPD) on 12 unconnected molecules or ions with the total composition C46H125N9O14 in a non-equilibrium geometry.

The calculation puts the strongest force on any atom at 4.2 eV Å⁻¹. For the calculated total energy, the calculation gives -3373.2138 a.u. Its molar mass is 1028.55 g/mol. As for the gap between HOMO and LUMO: 8.61 eV. The structure (SMILES) is COC[C@H](C)N.COC[C@H](C)N.COC[C@H](C)N.COC[C@H](C)N.COC[C@H](C)N.COC[C@H](C)N.COC[C@H](C)N.COCCNCCOC.COCCNCCOC.CCO.CCO.CCO. The highest occupied orbital energy comes out at -8.5 eV. The energy above the lowest of the compared OMol25 structures with the same formula, charge and spin comes out at 2.161 eV.

ORCA input file:
```
! wB97M-V def2-TZVPD RIJCOSX def2/J DEFGRID3
* xyz 0 1
C 0.175 -1.769 -4.150
O 0.842 -2.632 -5.004
C 2.076 -2.950 -4.479
C 3.037 -3.783 -5.315
C 2.874 -5.346 -5.231
N 4.415 -3.630 -4.864
H -0.525 -1.361 -4.879
H 0.722 -0.925 -3.731
H -0.414 -2.316 -3.413
H 2.520 -1.967 -4.321
H 2.011 -3.273 -3.440
H 2.990 -3.316 -6.299
H 2.012 -5.593 -5.851
H 2.489 -5.646 -4.256
H 3.656 -5.946 -5.695
H 4.914 -2.772 -5.050
H 4.580 -3.865 -3.896
C -7.903 -0.940 1.332
O -6.746 -1.574 0.976
C -6.964 -2.589 0.032
C -5.623 -3.211 -0.337
C -4.810 -2.271 -1.307
N -5.806 -4.472 -1.037
H -8.525 -1.575 1.964
H -8.481 -0.542 0.498
H -7.540 -0.196 2.041
H -7.668 -3.379 0.295
H -7.393 -2.136 -0.862
H -5.031 -3.511 0.527
H -5.522 -1.977 -2.079
H -3.897 -2.725 -1.690
H -4.505 -1.474 -0.629
H -6.339 -4.493 -1.895
H -4.894 -4.771 -1.352
C 0.978 0.816 3.956
O 1.818 1.531 4.817
C 1.618 1.301 6.142
C 2.533 2.181 6.974
C 2.475 3.653 6.617
N 3.881 1.818 6.886
H 1.323 0.965 2.933
H -0.058 1.114 3.796
H 1.098 -0.260 4.082
H 0.569 1.554 6.298
H 1.600 0.238 6.379
H 2.274 1.891 7.992
H 3.146 4.379 7.077
H 1.445 4.008 6.643
H 2.798 3.853 5.596
H 4.013 0.862 7.182
H 4.077 1.837 5.895
C 1.429 -5.920 5.447
O 1.551 -6.137 4.021
C 0.378 -5.856 3.239
C 0.537 -6.122 1.738
C 1.765 -5.357 1.141
N -0.619 -5.618 1.035
H 0.795 -6.685 5.895
H 1.001 -4.933 5.622
H 2.426 -5.785 5.866
H -0.584 -6.282 3.526
H 0.061 -4.848 3.506
H 0.702 -7.174 1.507
H 1.678 -4.277 1.255
H 2.015 -5.674 0.128
H 2.588 -5.609 1.810
H -0.683 -4.616 1.145
H -0.591 -5.846 0.051
C -2.231 1.570 -5.695
O -2.848 2.125 -6.823
C -2.073 2.999 -7.632
C -1.986 4.391 -6.965
C -3.254 5.314 -6.898
N -1.034 5.130 -7.679
H -2.882 0.784 -5.311
H -1.948 2.372 -5.012
H -1.399 0.907 -5.931
H -1.168 2.392 -7.680
H -2.517 3.053 -8.626
H -1.620 4.232 -5.951
H -2.975 6.239 -6.395
H -4.061 4.794 -6.383
H -3.549 5.710 -7.870
H -1.259 5.145 -8.664
H -0.969 6.085 -7.355
C -3.738 -5.239 3.441
O -3.698 -4.703 4.800
C -3.679 -5.728 5.865
C -2.216 -6.232 6.294
C -1.992 -7.610 6.973
N -1.392 -5.298 7.155
H -2.773 -5.696 3.223
H -3.785 -4.441 2.701
H -4.590 -5.864 3.174
H -4.272 -5.359 6.702
H -4.229 -6.609 5.535
H -1.629 -6.280 5.377
H -2.627 -7.853 7.825
H -0.967 -7.755 7.314
H -2.081 -8.394 6.222
H -1.568 -4.960 8.090
H -1.268 -4.480 6.575
C 3.116 6.240 -0.286
O 2.081 6.230 -1.224
C 1.010 7.129 -1.046
C -0.027 6.876 -2.086
C 0.515 6.521 -3.470
N -0.762 8.102 -2.384
H 2.731 5.851 0.656
H 3.373 7.299 -0.241
H 3.885 5.570 -0.672
H 0.561 7.044 -0.057
H 1.334 8.169 -1.085
H -0.614 6.103 -1.590
H -0.241 6.587 -4.252
H 0.868 5.501 -3.313
H 1.403 7.081 -3.765
H -1.314 7.996 -3.223
H -0.167 8.908 -2.511
C -0.019 3.603 0.289
O 0.026 2.330 -0.482
C -1.182 2.041 -1.138
C -0.906 0.831 -2.203
N -0.250 -0.313 -1.585
C -0.962 -0.896 -0.379
C -0.143 -2.134 0.208
O -0.898 -2.765 1.110
C -0.637 -2.558 2.503
H 0.939 3.726 0.793
H -0.879 3.705 0.951
H -0.151 4.504 -0.310
H -1.577 2.961 -1.571
H -1.998 1.766 -0.470
H -0.267 1.237 -2.988
H -1.741 0.411 -2.763
H 0.721 -0.111 -1.392
H -1.999 -1.198 -0.529
H -0.826 -0.302 0.524
H 0.815 -1.790 0.598
H -0.020 -2.754 -0.681
H -1.240 -3.362 2.926
H -0.894 -1.537 2.785
H 0.404 -2.729 2.780
C 4.502 2.983 -6.578
O 3.914 4.285 -6.366
C 3.254 4.486 -5.072
C 4.027 4.411 -3.753
N 4.201 3.012 -3.356
C 4.937 2.766 -2.101
C 4.775 1.217 -1.699
O 4.202 0.935 -0.438
C 2.929 1.354 -0.103
H 5.184 2.963 -7.428
H 3.855 2.111 -6.483
H 5.093 2.727 -5.699
H 2.475 3.733 -4.954
H 2.940 5.529 -5.095
H 3.549 4.987 -2.960
H 5.038 4.772 -3.945
H 3.338 2.491 -3.290
H 4.500 3.558 -1.493
H 5.942 3.186 -2.040
H 5.841 1.015 -1.592
H 4.382 0.606 -2.511
H 2.900 0.998 0.927
H 2.215 0.833 -0.741
H 2.741 2.426 -0.165
C 3.641 -2.470 -0.652
C 4.674 -3.610 -0.619
O 5.563 -3.466 -1.649
H 3.016 -2.680 -1.520
H 4.194 -1.533 -0.709
H 3.042 -2.337 0.250
H 4.263 -4.618 -0.667
H 5.156 -3.536 0.356
H 6.370 -3.904 -1.370
C -0.103 5.147 4.695
C -0.078 6.236 3.620
O 1.270 6.703 3.290
H 0.422 4.313 4.230
H -1.145 4.929 4.929
H 0.441 5.428 5.597
H -0.648 7.092 3.981
H -0.575 5.954 2.692
H 1.741 6.880 4.107
C -4.823 -1.890 3.360
C -3.844 -0.891 3.968
O -4.371 -0.258 5.095
H -5.840 -1.536 3.186
H -4.991 -2.717 4.049
H -4.405 -2.169 2.393
H -3.581 -0.197 3.169
H -2.919 -1.401 4.238
H -3.763 0.458 5.293
*
```